1.
DFT (ωB97M-V with the def2-TZVPD basis set) results for 4 unconnected molecules or ions with the total composition C26H59BN5O6S2 at a distorted geometry.

The total energy is -69991.227 eV. The value obtained for the LUMO energy is 0.74 eV. The HOMO energy is -3.203 eV. The HOMO-LUMO gap is 3.9 eV.

```
! wB97M-V def2-TZVPD RIJCOSX def2/J DEFGRID3
* xyz -1 1
S -0.591 1.584 -2.877
S 1.206 0.016 -1.077
O -0.571 2.686 6.348
O 1.182 2.996 5.133
O -5.418 -3.983 -4.142
O -4.856 -5.522 -2.741
O 3.278 6.060 7.870
O 4.370 4.298 7.276
N 0.527 3.157 6.138
N -5.599 -5.029 -3.564
N 4.222 5.299 7.940
N -0.703 1.726 -0.062
N 0.160 -2.477 -6.932
C -0.048 1.105 -1.171
C -1.545 -0.851 -3.994
C -4.991 -1.210 -0.135
C -0.925 -1.706 0.997
C 1.697 3.460 1.826
C 0.072 -3.913 -7.274
C 5.291 5.618 8.920
C -2.549 -3.352 -0.275
C -0.299 3.134 0.123
C 1.116 4.001 7.208
C -1.068 -0.588 -5.480
C 3.879 3.981 3.095
C 1.236 3.378 0.324
C 4.158 1.301 4.738
C -6.837 -5.783 -3.884
C 0.898 -4.808 -6.262
C -3.628 -2.966 -1.375
C -5.046 -2.670 -0.746
C -1.237 -2.470 -0.349
C 5.298 1.854 3.809
C 5.273 3.408 3.586
C -2.042 0.489 -3.300
C -1.647 -0.304 1.040
C 2.402 -4.898 -6.736
C 3.277 3.211 1.860
C -0.657 0.932 1.184
B -1.206 -2.023 -6.314
H -6.035 -0.848 0.017
H -2.439 -0.308 1.819
H 0.164 -1.590 1.177
H -4.488 -0.527 -0.853
H 1.214 2.720 2.495
H 1.897 2.661 -0.206
H 2.577 -4.105 -7.502
H 0.833 -4.409 -5.228
H -0.002 -0.264 -5.504
H -1.329 -2.366 1.810
H 0.442 4.838 7.373
H 1.203 3.384 8.100
H 5.244 1.359 2.813
H -1.351 -1.732 -1.177
H -0.753 -1.322 -3.371
H -2.451 -1.497 -4.058
H -7.399 -5.227 -4.628
H 1.457 4.384 -0.121
H -0.398 -3.137 -0.661
H -0.711 3.710 -0.740
H -5.776 -2.689 -1.595
H 4.402 0.220 4.909
H -3.688 -3.771 -2.159
H 6.267 1.563 4.277
H 0.466 -4.053 -8.318
H 6.218 5.740 8.364
H -0.995 -4.252 -7.270
H 3.080 -4.722 -5.868
H 1.571 4.516 2.176
H 3.147 1.329 4.286
H 3.750 3.545 0.907
H -2.529 0.244 -2.326
H 0.364 0.627 1.504
H -4.452 -1.272 0.834
H -2.255 -4.400 -0.521
H 6.109 3.726 2.916
H -2.176 -0.179 0.062
H -1.566 -2.900 -5.570
H -7.406 -5.882 -2.962
H -2.964 -3.280 0.755
H 4.075 5.035 2.768
H -1.765 0.186 -5.905
H 0.338 -1.970 -7.796
H 5.026 6.534 9.437
H 0.450 -5.830 -6.352
H 3.400 2.107 1.917
H 3.142 4.051 3.930
H 5.490 3.866 4.589
H 2.086 4.346 6.882
H 4.209 1.790 5.740
H -1.961 -1.877 -7.265
H -6.539 -6.754 -4.269
H -5.292 -3.421 0.035
H 2.629 -5.911 -7.151
H -3.329 -2.045 -1.928
H 5.357 4.785 9.615
H -2.718 1.070 -3.967
H -0.812 3.500 1.045
H -1.109 1.566 1.989
*
```



2.
DFT (ωB97M-V with the def2-TZVPD basis set) results for a molecular structure, C26H59Ca2Cl3F3N5O7P at a distorted geometry.

The total energy is -141565.196 eV. The value obtained for the LUMO energy is -6.57 eV. The HOMO energy is -8.021 eV. The HOMO-LUMO gap is 1.5 eV.

```
! wB97M-V def2-TZVPD RIJCOSX def2/J DEFGRID3
* xyz 1 1
Ca 3.840 3.589 -0.222
Ca -9.321 -1.987 -2.253
Cl -6.755 -1.209 -1.702
Cl -5.294 -2.291 0.662
Cl 1.932 -2.318 4.834
P 0.686 1.380 1.600
F -4.494 1.334 -0.630
F -5.157 5.934 0.854
F 1.536 -1.474 0.038
O -8.328 0.428 -5.254
O -6.300 3.145 0.145
O 7.326 -1.217 -0.490
O 1.842 0.429 -1.157
O -7.829 4.734 0.675
O -1.022 0.835 -0.509
O -6.783 4.875 -1.214
N 4.520 -4.193 -1.772
N 0.849 -3.334 2.461
N 3.401 1.005 -2.760
N 5.270 0.673 4.746
N 0.482 -2.826 -3.527
C -0.074 0.244 0.329
C -8.633 -0.744 -5.008
C 4.663 -0.113 -0.396
C 6.486 0.064 4.601
C -5.819 4.354 -2.140
C 0.873 -0.427 -0.632
C 2.059 -0.922 -3.237
C -6.286 3.104 -2.855
C 2.037 0.531 2.471
C -0.191 -3.821 1.534
C 1.782 -2.411 -3.011
C -1.513 -3.028 1.609
C 3.868 -0.921 -1.422
C -1.508 -1.930 0.569
C 5.444 1.940 5.236
C 7.450 0.951 5.003
C -8.101 4.011 1.864
C 1.407 2.869 0.787
C 2.755 -0.132 -2.122
C 5.214 -0.919 0.776
C 6.787 2.142 5.408
C -0.710 -0.801 1.219
C 6.432 -1.778 0.453
C -1.827 1.888 0.032
C -5.691 -0.821 -0.259
C -6.890 4.161 -0.097
H 2.813 0.061 1.868
H 2.457 1.245 3.178
H 0.997 3.077 -0.205
H -1.439 -0.259 1.823
H -1.080 -2.367 -0.338
H 4.907 -5.078 -1.436
H -5.547 2.798 -3.596
H 2.539 -3.002 -3.547
H 2.679 -0.810 -4.124
H -9.525 -1.209 -5.511
H 0.018 -1.187 1.928
H -7.186 3.843 2.429
H 5.276 -3.523 -1.940
H 6.562 -0.946 4.235
H 4.384 0.246 4.537
H -7.823 -1.539 -4.979
H 3.450 -1.789 -0.922
H -1.313 2.847 -0.078
H 1.849 -2.661 -1.951
H -5.665 5.169 -2.847
H -0.144 -2.039 -3.636
H 0.018 -3.468 -2.899
H -9.051 -0.862 -3.745
H -1.543 -2.570 2.595
H 1.451 -4.099 2.736
H -4.790 -0.279 -0.644
H 4.000 -4.344 -2.640
H 3.312 1.799 -2.141
H -7.236 3.279 -3.366
H 4.563 -1.260 -2.195
H -6.235 -0.118 0.358
H 2.478 2.713 0.694
H -2.800 1.899 -0.470
H 8.511 0.765 5.016
H -8.787 4.629 2.440
H 7.245 3.040 5.789
H 0.225 -3.746 0.519
H 7.574 -0.331 -0.196
H 5.428 -0.250 1.611
H -0.404 -4.871 1.719
H 1.123 -0.410 -3.463
H 1.281 3.720 1.455
H 1.449 -2.705 1.943
H 3.885 -3.800 -1.071
H 2.980 1.244 -3.649
H 0.284 -0.874 -1.432
H 4.427 -1.588 1.133
H -2.054 1.727 1.085
H 4.600 2.581 5.425
H 6.971 -1.982 1.378
H -4.883 4.173 -1.611
H 1.565 -0.253 3.071
H -2.493 -1.562 0.307
H -6.407 2.291 -2.143
H -2.322 -3.743 1.476
H -8.571 3.050 1.640
H 3.999 0.644 0.044
H 6.116 -2.735 0.030
H 5.460 0.415 -0.919
*
```